Below is a structure of composition C42H57BrNO2P3RuSi, with properties calculated with ωB97M-V/def2-TZVPD.

Element x y z (Å)
1 Ru -0.1683 0.3480 -0.2046
2 C -3.9180 -0.4533 1.5651
3 C -3.5493 -1.4876 0.5133
4 C -4.0398 -2.8453 1.0287
5 P -1.7465 -1.4737 0.0465
6 C -1.7135 -2.2858 -1.6174
7 C -2.7454 -3.3771 -1.9077
8 C -0.3246 -2.7732 -2.0271
9 C -0.9794 -2.4821 1.3685
10 C -1.0319 -3.8733 1.3941
11 C -0.4649 -4.5681 2.4526
12 C 0.1486 -3.8765 3.4894
13 C 0.2123 -2.4883 3.4545
14 C -0.3350 -1.7730 2.3916
15 Si -0.1018 0.0843 2.1352
16 C 1.5485 0.5473 2.9186
17 C 1.7847 0.6353 4.2960
18 C 3.0330 0.9717 4.7872
19 C 4.0827 1.2256 3.9087
20 C 3.8695 1.1498 2.5462
21 C 2.6032 0.8234 2.0532
22 P 2.2322 0.6892 0.2878
23 C 3.0313 2.1412 -0.5590
24 C 4.3193 1.8206 -1.3192
25 C 3.2567 3.3565 0.3500
26 C 3.0736 -0.8838 -0.1952
27 C 4.5014 -1.0719 0.3127
28 C 2.2266 -2.0475 0.3157
29 C -1.3529 1.1747 2.9883
30 C -1.7492 1.1056 4.3234
31 C -2.7135 1.9677 4.8224
32 C -3.2923 2.9185 3.9867
33 C -2.9063 3.0042 2.6594
34 C -1.9369 2.1330 2.1620
35 P -1.4245 2.1287 0.4025
36 C -3.0231 2.3940 -0.5142
37 C -3.3752 3.8575 -0.7972
38 C -3.1305 1.5840 -1.8051
39 C -0.2931 3.5504 0.1640
40 C -0.6274 4.8694 0.8609
41 C 0.0045 3.7707 -1.3249
42 H -4.9989 -0.4576 1.7123
43 H -3.6180 0.5490 1.2945
44 H -3.4532 -0.6867 2.5252
45 H -4.0639 -1.2516 -0.4252
46 H -3.5590 -3.0906 1.9744
47 H -3.8843 -3.6732 0.3440
48 H -5.1120 -2.7714 1.2173
49 H -1.9515 -1.4217 -2.2507
50 H -2.5727 -4.2853 -1.3310
51 H -2.6549 -3.6485 -2.9610
52 H -3.7706 -3.0528 -1.7453
53 H 0.0113 -3.5983 -1.3962
54 H 0.4285 -1.9887 -1.9972
55 H -0.3668 -3.1344 -3.0557
56 H -1.5154 -4.4224 0.5972
57 H -0.5049 -5.6488 2.4658
58 H 0.5936 -4.4192 4.3125
59 H 0.7395 -1.9677 4.2453
60 H 0.9842 0.4531 5.0027
61 H 3.1954 1.0406 5.8545
62 H 5.0615 1.4855 4.2886
63 H 4.6891 1.3499 1.8684
64 H 2.2938 2.3876 -1.3149
65 H 4.5796 2.6810 -1.9386
66 H 4.2090 0.9649 -1.9802
67 H 5.1555 1.6506 -0.6416
68 H 4.2259 3.2973 0.8433
69 H 2.5168 3.4789 1.1403
70 H 3.2600 4.2625 -0.2579
71 H 3.0590 -0.8751 -1.2835
72 H 4.5363 -1.1127 1.4017
73 H 5.1927 -0.3083 -0.0303
74 H 4.8658 -2.0310 -0.0610
75 H 2.2526 -2.1033 1.4058
76 H 2.6058 -2.9907 -0.0819
77 H 1.1779 -1.9712 0.0260
78 H -1.3267 0.3579 4.9839
79 H -3.0213 1.8974 5.8569
80 H -4.0517 3.5880 4.3674
81 H -3.3771 3.7405 2.0213
82 H -3.7701 2.0145 0.1851
83 H -2.6926 4.3098 -1.5115
84 H -3.3993 4.4794 0.0945
85 H -4.3717 3.8861 -1.2414
86 H -2.4279 1.9344 -2.5604
87 H -4.1431 1.6844 -2.1985
88 H -2.9228 0.5247 -1.6526
89 H 0.6003 3.1452 0.6513
90 H -1.4045 5.4205 0.3376
91 H 0.2673 5.4953 0.8628
92 H -0.9293 4.7303 1.8987
93 H -0.7939 4.3370 -1.8008
94 H 0.1207 2.8404 -1.8825
95 H 0.9182 4.3544 -1.4357
96 Br -2.8075 -0.5627 -7.1662
97 C -1.1291 -0.1131 -6.4379
98 C -0.0500 0.1320 -7.2758
99 N 1.1630 0.4463 -6.8282
100 C 1.3263 0.5170 -5.5086
101 C 0.3044 0.2963 -4.5956
102 C -0.9597 -0.0219 -5.0705
103 C 0.5811 0.3975 -3.1230
104 O 1.7450 0.4701 -2.7221
105 O -0.4561 0.3977 -2.3689
106 H -0.1750 0.0736 -8.3502
107 H 2.3178 0.7599 -5.1488
108 H -1.7821 -0.1859 -4.3874

Cartesian forces (eV/Å) of the 2 atoms listed first:
Ru -0.3 -0.1 -0.7
C 0.0 0.0 0.1

Its expectation value of S² is 0.758. The spin multiplicity is 2. As for the relative energy (zero: lowest compared OMol25 entry of this formula, charge and spin): 4.8 kJ/mol. The total charge is +1. The HOMO-LUMO gap (spin up / spin down) comes out at 7.6 / 7.3 eV. Its highest occupied orbital energy (spin up / spin down) is -11.1 / -11.2 eV.

Here are the Löwdin charges for atoms 1 to 2, given in e:
1 Ru 0.649
2 C -0.095